(1)
This record from OMol25 describes 3 unconnected molecules or ions with the total composition C5H15N2. The level of theory is the ωB97M-V functional and the def2-TZVPD basis.

Atoms and positions in Å:
C  -3.170  2.032  3.107
C  -1.385  -0.233  -0.094
C  -0.169  -0.459  0.437
C  1.231  -1.441  -2.199
N  2.480  -0.713  -2.190
C  3.448  -1.197  -1.182
N  -2.289  1.925  1.895
H  -4.098  1.367  3.145
H  -3.474  3.045  3.410
H  -1.682  0.690  -0.600
H  -2.055  -1.044  -0.377
H  0.532  -1.026  -1.416
H  0.189  -1.499  0.218
H  1.528  -2.481  -1.949
H  0.824  -1.458  -3.199
H  2.203  0.301  -2.043
H  4.168  -0.382  -0.935
H  2.969  -1.523  -0.154
H  3.998  -2.066  -1.635
H  -1.664  1.100  1.902
H  -2.455  1.606  3.969
H  -2.053  2.673  1.317

The largest force on an atom comes out at 4.7 eV/Å. As for the charge: +2. As for the LUMO energy (alpha / beta): -8.609 / -10.904 eV. Its frontier orbital gap (alpha / beta) is 9.261 / 6.390 eV. The value obtained for the HOMO energy (alpha / beta) is -0.657 / -0.636 hartree. For the energy above the lowest of the compared OMol25 structures with the same formula, charge and spin, the calculation gives 693.1 kJ/mol. The multiplicity is 2. Its expectation value of S² is 1.76.



(2)
This record from OMol25 describes 2 unconnected molecules or ions with the total composition C5H15N2O. The level of theory is the ωB97M-V functional and the def2-TZVPD basis.

Atoms and positions in Å:
C  0.430  -0.723  -2.243
N  0.846  -0.891  -0.878
C  0.177  -1.821  0.082
C  -0.218  -1.112  1.347
C  0.989  -1.096  2.267
O  -0.569  0.162  0.962
C  -0.918  -0.038  -2.275
N  -0.861  1.209  -1.475
H  0.388  -1.645  -2.845
H  1.233  0.026  -2.705
H  0.777  -0.020  -0.277
H  -0.729  -2.167  -0.385
H  0.711  -2.722  0.183
H  -1.047  -1.728  1.831
H  0.606  -0.723  3.315
H  1.470  -2.049  2.428
H  1.733  -0.407  1.896
H  -0.139  6.944  3.198
H  -1.658  -0.767  -1.749
H  -1.238  0.160  -3.282
H  0.575  6.758  2.969
H  -1.024  0.832  -0.442
H  -1.531  1.819  -1.923

The largest force on an atom comes out at 4.6 eV/Å. As for the charge: +1. As for the LUMO energy: -9.232 eV. Its frontier orbital gap is 5.014 eV. The value obtained for the HOMO energy is -0.524 hartree. For the energy above the lowest of the compared OMol25 structures with the same formula, charge and spin, the calculation gives 894.9 kJ/mol.



(3)
This record from OMol25 describes 2 unconnected molecules or ions with the total composition C5H15N2O. The level of theory is the ωB97M-V functional and the def2-TZVPD basis.

Atoms and positions in Å:
C  1.410  -0.477  3.564
C  0.329  -0.539  2.483
C  0.536  0.651  1.502
C  -0.489  0.641  0.340
N  -0.790  -0.665  -0.230
C  -0.902  -0.942  -1.504
N  -0.487  -0.158  -2.472
H  1.373  0.517  4.012
H  1.476  -1.235  4.336
H  2.345  -0.505  2.996
H  0.405  -1.467  1.909
H  -0.701  -0.418  2.836
H  1.548  0.573  1.105
H  0.362  1.566  2.062
H  -1.432  0.986  0.773
H  -0.115  1.359  -0.382
H  -0.970  -1.408  0.430
H  -1.494  -1.805  -1.790
H  0.284  0.490  -2.449
H  -0.879  -0.272  -3.405
H  -1.058  1.068  -6.008
H  0.024  1.276  -4.970
O  -0.775  0.765  -5.138

The largest force on an atom comes out at 1.7 eV/Å. As for the charge: +1. As for the LUMO energy: -3.340 eV. Its frontier orbital gap is 11.345 eV. The value obtained for the HOMO energy is -0.540 hartree. For the energy above the lowest of the compared OMol25 structures with the same formula, charge and spin, the calculation gives 59.0 kJ/mol.